Formula: C6H11N
Source: OMol25
Level of theory: wB97M-V/def2-TZVPD

```
18
Properties=species:S:1:pos:R:3:mulliken_charge:R:1
N -0.05 1.06 0.50 -0.577
C 0.17 0.37 -0.90 0.459
C 0.47 -0.18 1.47 -0.466
C -1.40 0.45 0.64 -0.584
C -0.68 -1.01 0.82 -0.150
C 1.50 0.54 -1.57 -1.367
C -0.19 -1.13 -0.63 -0.767
H -2.20 0.32 -0.13 0.243
H -1.41 -1.71 1.28 0.403
H 1.44 -0.78 1.50 0.230
H 1.36 0.15 -2.69 0.302
H -1.00 -1.49 -1.34 0.293
H 2.39 0.10 -1.05 0.281
H 0.69 -1.79 -0.72 0.371
H 0.38 0.10 2.57 0.298
H -0.54 0.88 -1.65 0.293
H 1.81 1.63 -1.78 0.329
H -1.75 0.96 1.49 0.410
```

Summary:
- multiplicity = 1
- energy above the lowest of the compared OMol25 structures with the same formula, charge and spin (eV) = 3.340
- structure (SMILES) = C[C@H]1CC2CN1C2
- highest occupied orbital energy (Eh) = -0.3374

=====

Formula: C6H11N
Source: OMol25
Level of theory: wB97M-V/def2-TZVPD

```
18
Properties=species:S:1:pos:R:3:mulliken_charge:R:1
N 0.13 2.38 0.32 -0.769
C 0.01 -1.17 -0.28 -0.755
C -1.46 -0.89 0.06 -0.654
C -0.02 1.12 0.22 0.180
C 0.84 -0.09 0.41 0.494
C -1.62 0.58 -0.23 -0.849
C 2.27 0.07 -0.10 -1.507
H -0.90 2.19 0.13 0.500
H 2.85 -0.83 0.13 0.372
H -1.80 0.77 -1.31 0.360
H 0.86 -0.29 1.49 0.226
H -2.50 1.03 0.29 0.418
H -1.62 -1.05 1.14 0.283
H 2.28 0.23 -1.18 0.336
H 0.32 -2.17 0.02 0.357
H 2.76 0.93 0.38 0.383
H -2.14 -1.53 -0.49 0.334
H 0.15 -1.08 -1.37 0.291
```

Summary:
- multiplicity = 1
- energy above the lowest of the compared OMol25 structures with the same formula, charge and spin (eV) = 2.279
- highest occupied orbital energy (Eh) = -0.3421

=====

Formula: C6H11N
Source: OMol25
Level of theory: wB97M-V/def2-TZVPD

```
18
Properties=species:S:1:pos:R:3:mulliken_charge:R:1
N 1.07 -2.76 -0.70 -0.409
C 0.74 -1.94 -1.44 0.135
C -1.84 -0.17 -0.53 -1.420
C 1.27 -0.10 1.54 -1.578
C 0.09 1.74 -0.26 -0.688
C -0.77 0.61 0.21 0.277
C 0.71 0.42 0.21 0.183
H -2.81 0.30 -0.37 0.399
H 0.61 -0.90 1.88 0.324
H 0.44 -1.16 -2.11 0.308
H -1.07 0.77 1.25 0.308
H 0.15 2.68 0.27 0.281
H 0.14 1.86 -1.35 0.212
H -1.88 -1.19 -0.12 0.327
H -1.68 -0.24 -1.61 0.253
H 2.26 -0.56 1.42 0.366
H 1.32 0.65 2.33 0.389
H 1.24 -0.02 -0.62 0.334
```

Summary:
- multiplicity = 1
- energy above the lowest of the compared OMol25 structures with the same formula, charge and spin (eV) = 2.285
- structure (SMILES) = C[C@@H]1C[C@H]1C.C#N
- highest occupied orbital energy (Eh) = -0.3610

=====

Formula: C6H11N
Source: OMol25
Level of theory: wB97M-V/def2-TZVPD

```
18
Properties=species:S:1:pos:R:3:mulliken_charge:R:1
N 0.96 -0.32 0.21 -0.336
C 0.35 1.59 -1.20 -0.038
C 1.22 1.08 -0.08 -0.814
C 0.06 -0.71 1.21 0.064
C 0.88 1.87 -2.38 -0.645
C -0.83 -1.69 1.02 -0.459
C -2.33 -1.76 1.14 -0.968
H -0.50 -2.42 0.28 0.219
H 0.31 2.36 -3.16 0.271
H -2.84 -0.80 1.13 0.302
H -2.75 -2.35 0.33 0.311
H 2.26 1.26 -0.39 0.312
H 0.77 -0.80 -0.66 0.308
H -0.71 1.60 -0.98 0.317
H 1.08 1.67 0.83 0.338
H 1.93 1.64 -2.58 0.235
H -0.10 0.05 1.97 0.312
H -2.68 -2.23 2.07 0.271
```

Summary:
- multiplicity = 1
- energy above the lowest of the compared OMol25 structures with the same formula, charge and spin (eV) = 2.570
- structure (SMILES) = C=CCN/C=C/C
- highest occupied orbital energy (Eh) = -0.2735

=====

Formula: C6H11N
Source: OMol25
Level of theory: wB97M-V/def2-TZVPD

```
18
Properties=species:S:1:pos:R:3:mulliken_charge:R:1
N -0.26 0.73 1.29 -0.188
C -0.41 -0.85 -1.37 -0.106
C -1.06 -1.07 -0.13 -0.519
C 0.45 1.97 0.91 -0.788
C 1.38 -0.99 0.82 -1.452
C -0.53 0.17 -2.33 -0.743
C -0.03 -0.48 0.65 0.813
H -1.25 0.92 1.16 0.353
H 0.61 2.01 -0.18 0.285
H -1.48 0.61 -2.60 0.326
H 1.33 -2.07 0.63 0.426
H 0.38 0.53 -2.78 0.312
H -0.17 2.85 1.19 0.355
H 1.83 -0.83 1.80 0.404
H 2.11 -0.65 0.09 0.378
H -2.05 -1.02 0.31 0.493
H 1.41 2.11 1.41 0.295
H 0.43 -1.51 -1.56 0.358
```

Summary:
- multiplicity = 2
- energy above the lowest of the compared OMol25 structures with the same formula, charge and spin (eV) = 2.884
- net charge = +1
- highest occupied orbital energy (alpha / beta) (Eh) = -0.4919 / -0.5234

=====

Formula: C6H11N2
Source: OMol25
Level of theory: wB97M-V/def2-TZVPD

```
19
Properties=species:S:1:pos:R:3:mulliken_charge:R:1
N -0.29 0.49 -1.29 -0.495
N -0.11 1.89 0.49 0.036
C -1.11 -0.35 -0.37 0.051
C 0.96 -1.56 -0.15 -1.021
C 1.04 -0.44 0.87 -0.783
C -0.47 1.93 -1.00 -0.499
C -0.09 0.40 0.46 0.151
C -0.58 -1.77 -0.30 -0.737
H -2.18 0.00 -0.17 0.376
H 1.33 -2.45 0.15 0.496
H 1.23 -1.36 -1.13 0.380
H 0.81 -0.57 2.01 0.329
H -1.15 -2.17 0.57 0.296
H 0.18 2.39 -1.60 0.361
H 1.98 0.02 0.99 0.550
H -0.66 -2.44 -1.13 0.418
H -0.81 2.36 1.15 0.384
H -1.56 2.19 -1.18 0.344
H 0.82 2.15 0.64 0.364
```

Summary:
- multiplicity = 1
- energy above the lowest of the compared OMol25 structures with the same formula, charge and spin (eV) = 4.792
- structure (SMILES) = C1C[C@@H]2N3C[NH2+][C@@]23C1
- net charge = +1
- highest occupied orbital energy (Eh) = -0.5180

=====

Formula: C6H11N2
Source: OMol25
Level of theory: wB97M-V/def2-TZVPD

```
19
Properties=species:S:1:pos:R:3:mulliken_charge:R:1
N 1.38 -1.18 -0.38 -0.337
N 0.80 1.35 -0.51 -0.041
C -0.93 -0.36 -0.11 0.705
C -0.49 1.03 0.20 -1.064
C -0.06 -1.35 -0.47 -0.548
C 1.74 0.22 -0.42 -0.081
C -2.50 -0.64 -0.06 -1.393
C 1.90 -0.54 0.79 -0.504
H 1.08 2.26 -0.03 0.390
H -2.71 0.08 0.68 0.429
H -2.80 -1.71 0.26 0.318
H -1.26 1.68 -0.11 0.583
H -3.08 -0.19 -0.82 0.376
H -0.30 -2.34 -0.52 0.501
H 1.27 -0.46 1.69 0.204
H 2.61 0.34 -1.07 0.461
H 0.65 1.58 -1.43 0.341
H 2.90 -0.93 1.09 0.256
H -0.20 1.16 1.21 0.402
```

Summary:
- multiplicity = 1
- energy above the lowest of the compared OMol25 structures with the same formula, charge and spin (eV) = 3.871
- structure (SMILES) = CC1=CN2C[C@@H]2[NH2+]C1
- net charge = +1
- highest occupied orbital energy (Eh) = -0.4920

=====

Formula: C6H11N2
Source: OMol25
Level of theory: wB97M-V/def2-TZVPD

```
19
Properties=species:S:1:pos:R:3:mulliken_charge:R:1
N 1.32 -0.76 0.10 -0.266
N 3.22 0.64 0.14 -0.161
C -1.65 -0.65 -0.71 -0.416
C -0.47 1.25 0.84 0.066
C 2.43 -0.32 0.58 0.099
C -1.11 0.56 0.05 -0.613
C -3.09 -0.14 -0.76 -1.247
C 4.28 0.82 -0.51 -0.177
H 2.69 -0.50 1.68 0.343
H -3.29 0.17 0.36 0.288
H 0.90 -1.41 0.72 0.274
H -1.32 -0.70 -1.70 0.446
H -3.88 -0.83 -1.05 0.393
H -0.17 2.00 1.55 0.454
H -3.07 0.64 -1.43 0.354
H 4.50 1.81 -0.71 0.304
H -1.49 -1.58 -0.17 0.334
H 4.87 -0.05 -0.81 0.265
H 0.56 -0.38 -0.61 0.262
```

Summary:
- multiplicity = 1
- energy above the lowest of the compared OMol25 structures with the same formula, charge and spin (eV) = 5.412
- net charge = +1
- highest occupied orbital energy (Eh) = -0.4998

=====

Formula: C6H11N2
Source: OMol25
Level of theory: wB97M-V/def2-TZVPD

```
19
Properties=species:S:1:pos:R:3:mulliken_charge:R:1
N -3.02 0.71 -0.25 -0.575
N -1.61 -0.98 0.66 -0.151
C 0.21 -1.37 -1.02 -1.102
C 1.55 1.93 0.33 -1.275
C 0.16 1.90 0.09 -0.246
C -1.92 0.29 0.15 -0.040
C -0.53 0.70 0.07 0.406
C -0.09 -0.69 0.35 0.056
H -2.15 -1.83 0.19 0.412
H 0.68 -0.78 1.11 0.424
H 1.21 -1.18 -1.51 0.318
H 0.16 -2.53 -0.97 0.302
H -0.63 -1.03 -1.67 0.365
H -1.82 -1.01 1.59 0.269
H -3.81 0.05 0.13 0.266
H 2.17 1.10 -0.13 0.293
H -0.37 2.78 0.04 0.560
H 2.00 1.82 1.35 0.334
H 1.95 2.87 0.08 0.386
```

Summary:
- multiplicity = 1
- energy above the lowest of the compared OMol25 structures with the same formula, charge and spin (eV) = 3.957
- structure (SMILES) = [H]/N=C1\[NH2+][C@@H](C)\C1=C/C
- net charge = +1
- highest occupied orbital energy (Eh) = -0.4955

=====

Formula: C6H11N2
Source: OMol25
Level of theory: wB97M-V/def2-TZVPD

```
19
Properties=species:S:1:pos:R:3:mulliken_charge:R:1
N 2.57 -0.13 -0.24 -0.009
N -0.23 0.62 0.18 -0.130
C 2.12 1.15 -0.03 -0.547
C 0.79 1.46 0.27 -0.007
C -2.74 0.05 0.40 -1.360
C -0.34 -0.55 -0.61 -0.782
C 2.24 -1.12 0.55 -0.337
C -1.56 0.30 -0.43 0.302
H 3.28 -0.23 -1.01 0.311
H -0.28 -1.59 -0.19 0.359
H 0.02 -0.38 -1.63 0.285
H -3.50 0.90 0.49 0.299
H 2.85 1.95 -0.13 0.403
H -1.64 1.10 -1.16 0.436
H 1.33 -0.91 1.30 0.323
H 0.69 2.50 0.54 0.369
H 2.74 -1.99 0.55 0.360
H -3.41 -0.72 0.13 0.369
H -2.50 -0.28 1.40 0.355
```

Summary:
- multiplicity = 1
- energy above the lowest of the compared OMol25 structures with the same formula, charge and spin (eV) = 4.421
- structure (SMILES) = C=[NH+]/C=C\N1C[C@H]1C
- net charge = +1
- highest occupied orbital energy (alpha / beta) (Eh) = -0.4610 / -0.4610

=====

Formula: C6H11N2
Source: OMol25
Level of theory: wB97M-V/def2-TZVPD

```
19
Properties=species:S:1:pos:R:3:mulliken_charge:R:1
N -2.55 1.52 0.09 -0.390
N -1.85 -0.66 0.04 -0.072
C 2.13 0.89 -0.86 -0.573
C 0.65 -1.26 0.37 -0.343
C 1.86 1.12 0.66 -0.520
C -0.72 -1.64 -0.11 -0.619
C -1.62 0.59 0.10 -0.052
C 1.18 0.07 -0.07 0.341
H 2.98 0.16 -0.95 0.241
H 2.05 1.60 -1.63 0.327
H 1.45 -2.14 0.08 0.348
H 0.66 -1.18 1.45 0.323
H -0.91 -2.66 0.36 0.369
H -2.17 2.46 -0.25 0.297
H 1.06 1.78 0.87 0.256
H -2.75 -1.10 -0.01 0.236
H -0.65 -1.94 -1.16 0.280
H -3.46 1.39 -0.33 0.256
H 2.66 1.01 1.34 0.295
```

Summary:
- multiplicity = 1
- energy above the lowest of the compared OMol25 structures with the same formula, charge and spin (eV) = 5.690
- net charge = +1
- highest occupied orbital energy (Eh) = -0.4755

=====

Formula: C6H11N2O
Source: OMol25
Level of theory: wB97M-V/def2-TZVPD

```
20
Properties=species:S:1:pos:R:3:mulliken_charge:R:1
O -2.62 -1.03 -1.21 -0.372
N -3.08 0.78 0.38 -0.193
N -1.07 0.43 -0.03 -0.140
C 1.19 -0.91 1.21 -1.106
C 0.88 -0.98 -1.26 -1.701
C 1.60 1.16 -0.20 -1.108
C -1.84 1.10 0.80 0.012
C 0.96 -0.19 -0.08 1.207
C -2.32 -0.12 -0.53 0.246
H 0.43 -0.60 -2.09 0.553
H 1.93 -0.95 -1.71 0.364
H 1.28 1.38 -1.26 0.374
H 2.68 0.79 -0.18 0.382
H 0.53 -1.76 1.10 0.397
H 0.93 -0.31 2.15 0.304
H 0.50 -1.96 -1.18 0.439
H -3.93 0.68 0.78 0.225
H 2.23 -1.08 0.95 0.406
H 1.35 1.86 0.65 0.344
H -1.64 1.70 1.72 0.366
```

Summary:
- multiplicity = 1
- energy above the lowest of the compared OMol25 structures with the same formula, charge and spin (eV) = 4.065
- net charge = +1
- highest occupied orbital energy (Eh) = -0.5412